1.
{"formula": "C7H13BrO", "method": "ωB97M-V/def2-TZVPD", "symbols": ["C", "C", "Br", "C", "C", "C", "C", "H", "H", "H", "H", "H", "H", "H", "H", "H", "H", "H", "C", "O", "H", "H"], "positions_angstrom": [[-0.063, -1.937, -0.778], [0.573, -0.999, -0.022], [1.567, -1.601, 1.529], [0.552, 0.489, -0.255], [1.458, 0.567, -1.514], [0.984, 1.545, 0.791], [-0.901, 0.907, -0.677], [-1.010, -1.691, -1.287], [-0.076, -3.009, -0.552], [1.343, 1.490, -2.066], [1.187, -0.359, -2.168], [2.594, 0.481, -1.357], [2.022, 1.458, 1.194], [0.941, 2.553, 0.172], [0.204, 1.581, 1.639], [-1.008, 2.009, -0.899], [-1.594, 0.884, 0.227], [-1.288, 0.382, -1.599], [-1.849, -1.162, 1.870], [-1.975, -1.693, 0.799], [-1.465, -1.772, 2.762], [-2.196, -0.123, 2.191]], "forces_ev_per_a": [[-0.4, 0.6, 1.7], [-0.7, -2.0, 0.1], [0.0, 0.1, -0.6], [-0.2, 0.7, -1.5], [1.2, -1.5, -1.3], [-0.6, 1.1, -0.2], [-1.0, 1.1, 0.3], [1.2, 0.4, -0.5], [0.7, 0.5, 0.1], [-0.3, 0.3, -0.2], [0.5, 2.1, 0.8], [-1.6, 0.0, 0.4], [-0.9, -0.2, -0.3], [0.0, -1.9, 1.5], [1.4, 0.1, -1.2], [0.8, -1.0, -0.1], [0.7, -0.8, -1.3], [0.3, 0.3, 1.3], [-0.5, -1.1, 1.7], [-0.7, 0.9, 0.9], [-0.2, 0.7, -0.9], [0.4, -0.7, -0.9]], "lowdin_charge": [-0.064, -0.707, 0.725, -0.644, -0.078, -0.096, -0.073, 0.073, 0.070, 0.067, 0.104, 0.109, 0.070, 0.117, 0.096, 0.089, 0.076, 0.096, -0.172, -0.044, 0.090, 0.096], "smiles": "C=C(Br)C(C)(C)C.C=O", "charge": 0, "spin_multiplicity": 1}

2.
{"formula": "C7H13Cl", "method": "ωB97M-V/def2-TZVPD", "symbols": ["C", "C", "C", "C", "C", "C", "C", "H", "H", "H", "H", "H", "H", "H", "H", "H", "H", "H", "H", "H", "Cl"], "positions_angstrom": [[-1.888, -0.896, -0.919], [-0.832, 0.196, -0.621], [0.525, -0.143, -1.203], [1.065, 0.418, 0.101], [1.834, 1.796, 0.072], [-0.307, 0.322, 0.768], [-0.329, -1.011, 1.546], [-2.436, -0.658, -1.862], [-1.430, -1.998, -0.956], [-2.748, -0.972, -0.029], [-1.152, 1.088, -1.039], [0.643, -1.317, -1.092], [0.806, 0.212, -2.292], [1.704, -0.369, 0.554], [1.060, 2.452, -0.349], [2.229, 2.129, 1.034], [2.832, 1.715, -0.504], [-0.512, 1.207, 1.316], [0.607, -0.999, 2.101], [-0.030, -1.806, 0.749], [-1.642, -1.368, 2.625]], "forces_ev_per_a": [[-2.0, -1.5, 1.8], [-2.2, -3.0, -1.6], [0.5, -1.8, -1.5], [3.9, -0.1, 1.1], [0.3, -1.5, -0.7], [0.8, -0.6, 0.2], [2.6, -0.1, -1.9], [0.5, -0.5, 0.6], [-0.9, 2.5, -0.1], [2.2, 0.3, -2.3], [-0.8, 2.0, -0.5], [0.0, 2.3, -0.9], [-0.4, -0.6, 2.4], [0.3, 0.7, -0.1], [0.9, 0.6, 0.0], [-0.8, 0.0, 0.3], [-2.0, 0.1, 0.1], [-0.8, 0.5, 0.8], [-0.2, 0.0, 0.7], [-1.4, 0.8, 1.5], [-0.5, -0.2, 0.0]], "lowdin_charge": [-0.084, -0.394, -0.127, -0.363, -0.042, -0.303, -0.630, 0.067, 0.104, 0.109, 0.115, 0.130, 0.151, 0.123, 0.076, 0.061, 0.099, 0.133, 0.065, 0.109, 0.599], "charge": 0, "spin_multiplicity": 1}

3.
{"formula": "C7H13ClN4Si", "method": "ωB97M-V/def2-TZVPD", "symbols": ["C", "C", "C", "C", "C", "C", "C", "N", "N", "N", "N", "Si", "Cl", "H", "H", "H", "H", "H", "H", "H", "H", "H", "H", "H", "H", "H"], "positions_angstrom": [[2.734, -1.971, -0.150], [1.646, -1.399, 0.466], [3.731, -1.046, -0.616], [1.605, 0.050, 0.579], [-2.368, -1.217, 1.022], [-1.060, -0.054, -1.747], [-2.889, 1.836, 0.259], [3.701, 0.212, -0.316], [2.682, 0.803, 0.254], [0.581, 1.997, 1.093], [0.552, 0.709, 1.095], [-1.885, 0.268, -0.104], [0.056, 2.891, -0.518], [3.019, -3.061, -0.360], [0.815, -2.080, 0.833], [4.621, -1.448, -1.148], [-2.456, -2.165, 0.304], [-1.452, -1.502, 1.671], [-3.198, -0.953, 1.549], [-1.691, -0.146, -2.628], [-0.428, 0.803, -2.057], [-0.700, -1.065, -1.897], [-3.885, 1.652, 0.052], [-2.915, 1.966, 1.298], [-2.306, 2.639, -0.159], [1.489, 2.280, 1.223]], "forces_ev_per_a": [[1.3, 0.2, -0.9], [-0.8, -0.7, 0.1], [-0.2, -2.1, 0.4], [2.0, -1.4, -0.7], [4.5, -2.2, -3.3], [-0.6, 0.4, -0.8], [2.7, -1.5, -0.4], [1.3, 1.1, -0.8], [-1.0, -1.1, 0.2], [-3.0, 1.2, 2.1], [-3.6, -2.3, -1.1], [1.3, -0.1, 1.4], [0.7, 0.2, -0.8], [-1.2, 1.6, 0.7], [0.9, 1.3, -0.3], [-0.6, 0.6, 0.5], [-0.4, 2.0, 1.6], [-1.7, 0.8, -0.8], [-2.4, 0.2, 1.6], [-1.3, 0.6, 0.1], [0.2, -0.9, 0.6], [1.2, -0.1, 0.8], [-2.1, 0.1, -1.3], [0.4, 0.2, 1.8], [-0.7, 0.5, -0.5], [3.0, 1.5, -0.3]], "lowdin_charge": [-0.075, -0.031, -0.189, -0.372, -0.193, -0.218, -0.185, -0.015, 0.055, -0.358, -0.135, 0.848, 0.387, 0.125, 0.110, 0.104, 0.078, 0.050, -0.036, 0.030, 0.006, 0.030, 0.007, 0.022, -0.045, -0.001], "charge": 0, "spin_multiplicity": 1}

Number 1: gap between HOMO and LUMO 9.40 eV, M 193.08 Da. Number 2: gap between HOMO and LUMO 11.06 eV, M 132.63 Da. Number 3: gap between HOMO and LUMO 7.32 eV, M 216.75 Da.